[1]
DFT (ωB97M-V/def2-TZVPD) results for a single CH7N2O2P molecule at a distorted geometry.

Element x y z (Å)
1 C 1.7395 0.5330 0.6949
2 N -1.5041 -0.4646 -1.3618
3 N -1.0480 -1.4177 0.9553
4 O -1.3118 1.8164 0.7468
5 O 0.6774 0.1206 -0.1958
6 P -0.8648 0.0010 0.0660
7 H 2.5824 0.0077 0.4338
8 H 1.3099 0.3775 1.7267
9 H 1.8673 1.6090 0.5933
10 H -2.0977 0.2173 -1.8012
11 H -0.9334 -1.0351 -1.9480
12 H -2.0750 -1.4728 0.8460
13 H -0.7892 -1.4853 1.9615

Forces on atoms 1 to 3 (eV/Å):
-4.01 1.40 1.59
-0.10 -0.06 -0.18
-0.48 -1.12 0.79

Output
- Energy: -17510.8033 eV
- E_LUMO (alpha / beta): 1.1 / -0.6 eV
- E_HOMO (alpha / beta): -5.475 / -9.766 eV
- Multiplicity: 3
- <S²>: 2.01
- Relative energy (zero: lowest compared OMol25 entry of this formula, charge and spin): 0.0 kcal/mol

Atom charges from the natural (NBO) analysis, given in e for atoms 1 to 6: number 1, C, carries -0.226; number 2, N, carries -1.200; number 3, N, carries -1.190; number 4, O, carries -0.521; number 5, O, carries -0.845; number 6, P, carries 1.817

=====

[2]
DFT (ωB97M-V/def2-TZVPD) results for a gas-phase ion, CH7N2O2Si (charge +1) at a distorted geometry.

Element x y z (Å)
1 O -1.7544 2.2990 -1.0760
2 N -1.0461 1.4016 -0.3273
3 C 0.0455 0.8479 -0.7703
4 N 0.6747 -0.2135 0.3599
5 O -0.0905 -0.0245 1.5173
6 Si 1.3102 -2.0031 0.0687
7 H -2.6995 2.4348 -1.0007
8 H -1.4984 1.3598 0.6627
9 H 0.6004 0.8670 -1.7082
10 H 0.2950 -0.1050 2.3990
11 H -0.0439 -2.4597 -0.4888
12 H 2.4800 -1.7218 -0.9228
13 H 1.7269 -2.6824 1.2865

Forces on atoms 1 to 3 (eV/Å):
2.62 1.13 -1.99
-2.02 0.44 1.12
0.95 -4.39 5.66

Output
- Energy: -16090.3131 eV
- E_LUMO (alpha / beta): -4.5 / -4.5 eV
- Total charge: +1
- E_HOMO (alpha / beta): -13.469 / -13.468 eV
- Multiplicity: 1
- Structure (SMILES): O/[NH+]=C/N(O)[SiH3]
- Relative energy (zero: lowest compared OMol25 entry of this formula, charge and spin): 66.2 kcal/mol

Atom charges from the natural (NBO) analysis, given in e for atoms 1 to 6: number 1, O, carries -0.530; number 2, N, carries -0.188; number 3, C, carries 0.341; number 4, N, carries -0.442; number 5, O, carries -0.630; number 6, Si, carries 1.006

=====

[3]
DFT (ωB97M-V/def2-TZVPD) results for 2 unconnected molecules or ions with the total composition CH7N2O3 at a distorted geometry.

Element x y z (Å)
1 C 0.6115 -0.0097 0.6089
2 N -0.6553 -0.0702 0.5581
3 N -1.1393 -0.1645 -2.0383
4 O 1.3137 -0.2738 -0.4896
5 O 0.5868 0.6690 2.7979
6 O 1.4353 0.1212 1.7324
7 H -0.8509 -0.2644 -0.8541
8 H -1.3015 0.2618 1.2930
9 H -0.9296 -0.9592 -2.5035
10 H -0.3349 0.5784 -2.1281
11 H -2.1082 0.1165 -2.1952
12 H 2.2849 -0.3970 -0.3771
13 H 1.0875 0.3919 3.5956

Forces on atoms 1 to 3 (eV/Å):
0.95 -0.82 2.61
0.31 0.72 -0.76
1.95 4.34 3.24

Output
- Energy: -10263.6506 eV
- E_LUMO: -3.3 eV
- Total charge: +1
- E_HOMO: -15.132 eV
- Multiplicity: 1
- Relative energy (zero: lowest compared OMol25 entry of this formula, charge and spin): 10.1 kcal/mol

Atom charges from the natural (NBO) analysis, given in e for atoms 1 to 6: number 1, C, carries 0.852; number 2, N, carries -0.791; number 3, N, carries -0.949; number 4, O, carries -0.681; number 5, O, carries -0.406; number 6, O, carries -0.250

=====

[4]
DFT (ωB97M-V/def2-TZVPD) results for a molecular structure, CH7N2P3 at a distorted geometry.

Element x y z (Å)
1 C -0.2691 0.7763 0.2441
2 N -0.8489 -0.1048 -0.8044
3 N 0.8650 -1.6435 0.1584
4 P -0.2415 -1.7279 -0.9079
5 P -1.6725 0.3865 -2.1877
6 P 2.1436 -2.5373 0.8073
7 H 0.8182 0.9841 0.0027
8 H -0.7388 1.8061 0.3399
9 H -0.2330 0.2402 1.2081
10 H -0.8002 1.5713 -2.2166
11 H -2.7305 1.1174 -1.6554
12 H 2.9900 -1.4644 0.5458
13 H 2.5153 -3.4801 -0.2628

Forces on atoms 1 to 3 (eV/Å):
0.91 0.88 -0.32
0.41 -1.53 1.41
0.08 -0.96 -0.04

Output
- Energy: -31995.6872 eV
- E_LUMO: 0.2 eV
- E_HOMO: -8.524 eV
- Multiplicity: 1
- Relative energy (zero: lowest compared OMol25 entry of this formula, charge and spin): 0.0 kcal/mol

Atom charges from the natural (NBO) analysis, given in e for atoms 1 to 6: number 1, C, carries -0.436; number 2, N, carries -1.054; number 3, N, carries -1.325; number 4, P, carries 1.272; number 5, P, carries 0.560; number 6, P, carries 0.566

=====

[5]
DFT (ωB97M-V/def2-TZVPD) results for 2 unconnected molecules or ions with the total composition CH7N2S at a distorted geometry.

Element x y z (Å)
1 S 0.8505 2.1080 0.1121
2 H 1.4256 2.9398 -0.9400
3 N -1.1512 -0.0794 -0.6237
4 C -0.4504 -1.1643 0.0361
5 N 0.5647 -0.7803 1.1050
6 H -0.8248 0.8272 -0.4302
7 H -1.2178 -0.1526 -1.6227
8 H -1.2797 -1.7813 0.5952
9 H 0.1697 -1.6391 -0.6923
10 H 1.5535 -0.5132 0.8280
11 H 0.3598 0.2353 1.6325

Forces on atoms 1 to 3 (eV/Å):
1.47 2.08 -1.69
-0.88 -1.12 1.67
-1.65 -1.28 -0.14

Output
- Energy: -14965.6073 eV
- E_LUMO: 4.5 eV
- Total charge: -1
- E_HOMO: -2.796 eV
- Multiplicity: 1
- Relative energy (zero: lowest compared OMol25 entry of this formula, charge and spin): 36.4 kcal/mol

Atom charges from the natural (NBO) analysis, given in e for atoms 1 to 6: number 1, S, carries -1.059; number 2, H, carries 0.103; number 3, N, carries -0.918; number 4, C, carries -0.034; number 5, N, carries -0.904; number 6, H, carries 0.409

=====

[6]
DFT (ωB97M-V/def2-TZVPD) results for 2 unconnected molecules or ions with the total composition CH7N2S at a distorted geometry.

Element x y z (Å)
1 S -1.1133 2.7547 -2.1272
2 H -1.2162 1.4036 -2.0292
3 N 0.4828 0.6481 1.1148
4 C 0.3409 -0.7762 0.9426
5 N 0.1867 -1.4264 -0.4095
6 H -0.4120 1.1185 1.1399
7 H 0.9292 0.9718 0.2705
8 H -0.4240 -1.2701 1.5483
9 H 1.3154 -1.1963 1.2572
10 H 0.7153 -0.8580 -1.0684
11 H -0.8049 -1.3697 -0.6391

Forces on atoms 1 to 3 (eV/Å):
-0.03 -0.25 -0.12
0.02 0.41 0.01
-0.57 -0.01 -0.27

Output
- Energy: -14962.4369 eV
- E_LUMO (alpha / beta): 7.0 / 7.0 eV
- Total charge: -2
- E_HOMO (alpha / beta): 4.279 / -0.146 eV
- Multiplicity: 2
- <S²>: 0.75
- Relative energy (zero: lowest compared OMol25 entry of this formula, charge and spin): 0.0 kcal/mol

Atom charges from the natural (NBO) analysis, given in e for atoms 1 to 6: number 1, S, carries -1.110; number 2, H, carries 0.097; number 3, N, carries -0.877; number 4, C, carries -0.736; number 5, N, carries -0.933; number 6, H, carries 0.351

=====

[7]
DFT (ωB97M-V/def2-TZVPD) results for 2 unconnected molecules or ions with the total composition CH7N3 at a distorted geometry.

Element x y z (Å)
1 H -1.4986 0.5293 -1.9402
2 N -0.6143 0.8124 -1.5478
3 C 0.3507 0.0118 -1.4155
4 N 1.2894 0.0898 -0.4182
5 H 0.5316 -0.7880 -2.1581
6 H 2.1905 -0.2917 -0.6430
7 H 1.0416 0.0122 0.5504
8 N -0.9884 -0.2006 2.0769
9 H -0.0924 -0.6506 2.1659
10 H -1.2540 -0.3287 1.1002
11 H -0.9560 0.8042 2.2295

Forces on atoms 1 to 3 (eV/Å):
0.54 -0.24 -1.20
-0.57 0.56 2.41
-0.47 -0.67 -1.18

Output
- Energy: -5620.0346 eV
- E_LUMO: 0.9 eV
- E_HOMO: -9.143 eV
- Multiplicity: 1
- Structure (SMILES): [H]/N=C/N.N
- Relative energy (zero: lowest compared OMol25 entry of this formula, charge and spin): 20.1 kcal/mol

Atom charges from the natural (NBO) analysis, given in e for atoms 1 to 6: number 1, H, carries 0.364; number 2, N, carries -0.723; number 3, C, carries 0.299; number 4, N, carries -0.838; number 5, H, carries 0.117; number 6, H, carries 0.377

=====

[8]
DFT (ωB97M-V/def2-TZVPD) results for 2 unconnected molecules or ions with the total composition CH7N3 at a distorted geometry.

Element x y z (Å)
1 H 3.6662 -0.0366 0.1321
2 N 2.7970 0.5274 0.1408
3 N 1.8585 -0.2945 -0.0657
4 H 2.2127 -1.2245 -0.3911
5 C -1.8581 0.5625 -0.0164
6 N -1.2373 -0.7861 0.1465
7 H -2.9185 0.5252 -0.3457
8 H -1.9573 1.2487 0.8428
9 H -1.2357 1.2717 -0.6907
10 H -0.6223 -0.8636 -0.7260
11 H -0.7052 -0.9301 0.9735

Forces on atoms 1 to 3 (eV/Å):
0.39 0.74 -0.36
-1.19 -2.41 0.31
1.05 1.41 -0.65

Output
- Energy: -5618.0212 eV
- E_LUMO: 0.3 eV
- E_HOMO: -8.860 eV
- Multiplicity: 1
- Structure (SMILES): [H]/N=N\[H].CN
- Relative energy (zero: lowest compared OMol25 entry of this formula, charge and spin): 66.5 kcal/mol

Atom charges from the natural (NBO) analysis, given in e for atoms 1 to 6: number 1, H, carries 0.283; number 2, N, carries -0.266; number 3, N, carries -0.304; number 4, H, carries 0.287; number 5, C, carries -0.435; number 6, N, carries -0.849

=====

[9]
DFT (ωB97M-V/def2-TZVPD) results for a gas-phase ion, CH7N3OP (charge +1) at a distorted geometry.

Element x y z (Å)
1 N 1.2437 1.7422 0.7098
2 N 0.6379 0.5064 1.0779
3 C 0.0655 -0.3749 0.2100
4 N 0.1564 -1.6352 0.5033
5 O -0.5628 0.1250 -0.7220
6 P -1.3840 -0.6909 -2.1045
7 H 1.8315 1.9757 1.5772
8 H 0.7141 2.5373 0.2700
9 H 0.8408 0.1633 2.0455
10 H 0.5721 -2.0696 1.3149
11 H -0.3955 -2.3423 -0.0107
12 H -2.7493 -0.3379 -1.9532
13 H -0.9702 0.4008 -2.9182

Forces on atoms 1 to 3 (eV/Å):
1.63 0.45 1.29
-0.61 -0.61 0.57
2.37 1.51 4.29

Output
- Energy: -16948.7129 eV
- E_LUMO: -3.9 eV
- Total charge: +1
- E_HOMO: -13.054 eV
- Multiplicity: 1
- Structure (SMILES): N/[NH+]=C(/N)OP
- Relative energy (zero: lowest compared OMol25 entry of this formula, charge and spin): 27.1 kcal/mol

Atom charges from the natural (NBO) analysis, given in e for atoms 1 to 6: number 1, N, carries -0.673; number 2, N, carries -0.429; number 3, C, carries 0.801; number 4, N, carries -0.769; number 5, O, carries -0.647; number 6, P, carries 0.620

=====

[10]
DFT (ωB97M-V/def2-TZVPD) results for 2 unconnected molecules or ions with the total composition CH7N3S2 at a distorted geometry.

Element x y z (Å)
1 N -0.7358 0.6910 -0.9892
2 C 0.4378 0.2227 -1.1849
3 N 1.5318 1.1092 -1.4153
4 N 0.7551 -1.1433 -1.0529
5 H -0.9285 1.4019 -1.6671
6 H 1.4232 1.9775 -0.9319
7 H 2.5309 0.8181 -1.3627
8 H 1.6566 -1.4725 -0.6925
9 H 0.0245 -1.5820 -0.5624
10 S -2.4517 -0.8196 1.7126
11 S -1.1668 -0.9405 3.3642
12 H -1.4226 -0.4021 0.8675
13 H -1.6544 0.1395 3.9146

Forces on atoms 1 to 3 (eV/Å):
-0.29 -1.85 -0.68
2.40 0.47 1.00
0.73 -1.22 -0.39

Output
- Energy: -27290.9561 eV
- E_LUMO: 0.5 eV
- E_HOMO: -8.966 eV
- Multiplicity: 1
- Structure (SMILES): N=C(N)N.SS
- Relative energy (zero: lowest compared OMol25 entry of this formula, charge and spin): 17.5 kcal/mol

Atom charges from the natural (NBO) analysis, given in e for atoms 1 to 6: number 1, N, carries -0.838; number 2, C, carries 0.622; number 3, N, carries -0.860; number 4, N, carries -0.820; number 5, H, carries 0.366; number 6, H, carries 0.391

=====

> What is the energy in the tenth record?

-27290.9561 eV